The following is a quantum chemistry calculation of a structure of composition C40H32CuNO2P2Te4, from OMol25.

Properties
- net charge = -1
- E_HOMO (alpha / beta) (eV) = -3.8743 / -3.8914
- frontier orbital gap (alpha / beta) (eV) = 6.010 / 4.657
- spin multiplicity = 2
- <S²> = 0.76
- largest force on an atom (Eh/bohr) = 0.01888

Positions of all 82 atoms, in Å:
Cu 0.266 2.202 0.365
C 0.746 -5.222 -0.647
C -0.242 -4.067 -0.444
C -1.669 -4.631 -0.291
C 0.094 -3.291 0.824
C 0.378 -3.945 2.017
C 0.633 -3.247 3.187
C 0.584 -1.864 3.188
C 0.276 -1.161 2.029
P 0.242 0.685 2.047
C -1.084 1.085 3.264
C -1.819 0.143 3.978
C -2.809 0.546 4.863
C -3.080 1.895 5.045
C -2.373 2.840 4.314
C -1.387 2.437 3.427
C 1.752 0.974 3.086
C 2.912 0.252 2.809
C 4.090 0.510 3.489
C 4.140 1.519 4.440
C 3.003 2.270 4.697
C 1.820 2.001 4.022
C 0.065 -1.899 0.859
O -0.185 -1.169 -0.263
C -0.333 -1.765 -1.491
C -0.538 -0.876 -2.545
C -0.554 -1.392 -3.832
C -0.393 -2.756 -4.040
C -0.256 -3.614 -2.960
C -0.240 -3.139 -1.650
P -0.642 0.920 -2.127
C 1.058 1.376 -2.538
C 1.465 2.814 -2.145
C 2.625 3.229 -3.025
C 3.658 2.409 -2.917
C 3.380 1.243 -2.000
C 2.099 0.553 -2.417
C -1.693 1.548 -3.479
C -3.021 1.125 -3.546
C -3.896 1.693 -4.459
C -3.461 2.707 -5.303
C -2.140 3.128 -5.249
C -1.261 2.551 -4.343
H 0.715 -5.914 0.195
H 1.766 -4.849 -0.750
H 0.494 -5.795 -1.539
H -1.723 -5.297 0.574
H -1.950 -5.191 -1.186
H -2.390 -3.825 -0.144
H 0.386 -5.027 2.042
H 0.862 -3.784 4.099
H 0.788 -1.316 4.099
H -1.652 -0.914 3.823
H -3.383 -0.201 5.397
H -3.851 2.206 5.738
H -2.600 3.893 4.417
H -0.874 3.180 2.826
H 2.901 -0.517 2.048
H 4.979 -0.060 3.251
H 5.062 1.727 4.969
H 3.035 3.077 5.418
H 0.944 2.594 4.247
H -0.686 -0.719 -4.670
H -0.380 -3.154 -5.047
H -0.160 -4.676 -3.146
H 0.636 3.513 -2.205
H 2.590 4.125 -3.631
H 4.622 2.536 -3.394
H 4.222 0.577 -1.846
H 2.043 -0.528 -2.464
H -3.373 0.343 -2.881
H -4.924 1.356 -4.496
H -4.150 3.167 -6.000
H -1.792 3.912 -5.911
H -0.227 2.874 -4.316
Te -2.643 0.368 0.356
Te -4.569 -1.335 0.910
Te -3.893 2.725 0.146
Te -1.535 4.051 -0.212
O 3.635 1.638 0.380
C 2.971 1.909 -0.619
N 1.899 2.711 -0.716